# 1
# C2H8FNP2

A 2-piece molecular cluster, C2H8FNP2 overall at a distorted geometry (ωB97M-V with the def2-TZVPD basis set, the Open Molecules 2025 dataset).

```
14
Properties=species:S:1:pos:R:3:forces:R:3:lowdin_charge:R:1
C 1.4374 0.5569 -0.3292 -0.375 0.843 -1.984 -0.37
C 1.6007 -0.8658 0.0892 -1.305 0.410 0.331 -0.03
N -1.1313 0.4468 1.5539 -1.025 1.744 -3.648 -0.34
F 1.6167 1.6292 0.5663 0.728 -0.991 0.385 -0.10
P -1.6835 -0.1717 -1.2688 2.539 -1.488 -0.844 0.50
P -1.4206 -0.9901 0.7242 0.404 -0.856 -0.075 0.51
H 0.4865 0.9262 -0.8404 0.472 -1.365 0.673 0.02
H 2.1050 0.6670 -1.2144 0.285 0.384 0.686 0.11
H 1.5532 -1.5929 -0.7262 0.190 0.338 0.333 0.04
H 1.8273 -1.2326 1.0924 -0.089 0.413 -0.378 0.04
H -0.6399 0.2993 2.3573 1.565 -0.174 2.669 -0.04
H -0.7120 1.2107 0.9660 -0.516 -0.861 1.178 0.03
H -2.2302 -1.3381 -1.8737 0.011 0.172 0.247 -0.14
H -2.8094 0.4551 -1.0965 -2.885 1.430 0.428 -0.22
```
Forces are in eV/Å.

Results
HOMO-LUMO gap (spin up / spin down) in eV: 8.06 / 7.26
Relative energy (zero: lowest compared OMol25 entry of this formula, charge and spin) in eV: 3.050
E_LUMO (spin up / spin down) in eV: -0.13 / 0.10
HOMO energy (spin up / spin down) in eV: -8.19 / -7.16

# 2
# C2H8IN2

A 2-piece molecular cluster, C2H8IN2 overall at a distorted geometry (ωB97M-V with the def2-TZVPD basis set, the Open Molecules 2025 dataset).

```
13
Properties=species:S:1:pos:R:3:forces:R:3:lowdin_charge:R:1
C -0.5810 1.3227 -0.7972 -2.348 -0.533 -1.536 -0.04
C 0.8554 -0.0245 0.3933 -0.958 -2.013 2.871 -0.12
N 1.2984 -0.8075 1.3679 -0.943 -0.581 -0.052 0.22
N -0.4153 0.2088 0.1108 3.586 1.902 1.324 -0.11
I -1.5656 -2.3285 -1.2507 -1.343 -3.075 -1.040 0.64
H 0.0687 2.1455 -0.6574 0.963 0.552 0.441 0.09
H -0.4188 0.8715 -1.8308 -0.891 1.148 1.005 0.13
H -1.5926 1.6884 -0.5051 0.512 -0.048 -1.385 0.13
H 1.6198 0.4780 -0.0932 1.059 0.777 -1.653 0.15
H 0.6836 -1.3058 1.9989 -0.479 0.185 -0.177 0.14
H 2.1907 -1.2752 1.3697 0.583 0.681 -0.369 0.14
H -0.9921 -0.9950 -0.8614 0.647 1.489 0.008 -0.51
H -1.1511 0.0215 0.7552 -0.387 -0.484 0.563 0.15
```
Forces are in eV/Å.

Results
Total charge: +1
HOMO-LUMO gap in eV: 8.74
Relative energy (zero: lowest compared OMol25 entry of this formula, charge and spin) in eV: 1.429
E_LUMO in eV: -4.69
HOMO energy in eV: -13.42

# 3
# C2H8IN2

C2H8IN2 as an isolated structure at a distorted geometry (ωB97M-V with the def2-TZVPD basis set, the Open Molecules 2025 dataset).

```
13
Properties=species:S:1:pos:R:3:forces:R:3:lowdin_charge:R:1
C 0.2928 1.0871 -1.3847 1.430 -0.184 0.497 -0.09
C -0.6685 -1.0806 1.8009 -2.070 -1.174 -1.933 -0.12
N 1.2417 0.4044 -1.9026 2.812 2.666 3.354 -0.28
N -0.7230 -0.3049 0.5003 -0.863 -0.010 0.237 -0.09
I 3.1155 0.9100 -0.9120 -0.841 -0.771 -0.858 0.92
H -0.6062 1.0554 -1.8738 -2.518 -0.194 -0.891 0.08
H -1.7980 -1.1841 2.2411 3.124 -0.142 -0.791 0.14
H -0.1291 -2.0012 1.4742 -0.991 0.162 1.065 0.08
H -0.0122 -0.5239 2.4048 0.513 0.491 1.249 0.04
H 1.3554 -0.2573 -2.6273 -0.806 -0.699 -1.010 0.09
H -1.5870 -0.5650 0.0079 0.466 -0.056 0.174 0.08
H 0.4393 1.8484 -0.5706 0.119 -1.098 -1.044 0.10
H -0.9207 0.6116 0.8417 -0.374 1.010 -0.048 0.04
```
Forces are in eV/Å.

Results
Total charge: +1
HOMO-LUMO gap in eV: 8.01
Relative energy (zero: lowest compared OMol25 entry of this formula, charge and spin) in eV: 3.042
E_LUMO in eV: -5.88
HOMO energy in eV: -13.89